Entry 1:
18
Properties=species:S:1:pos:R:3:forces:R:3 method="wB97M-V/def2-TZVPD" orbital_gap_ev=8.9 mol_weight_da=216.0 homo_ev=-12.4583 total_charge=+1
C -2.341 0.756 -0.699 -1.9 -0.1 -1.7
C -0.644 -0.942 0.389 -1.5 2.6 -1.4
C -0.989 0.111 -0.695 0.7 -0.1 -2.4
C 2.623 -1.215 1.124 0.3 -0.3 0.7
N 0.061 1.224 -0.415 -0.1 0.9 -3.0
O 3.369 -1.916 1.865 1.7 -1.1 0.0
I 3.555 0.372 -0.042 0.5 0.1 -0.2
H -3.281 0.113 -0.819 1.8 0.2 0.0
H -2.524 1.262 0.196 -0.2 1.0 1.7
H -2.449 1.507 -1.530 0.3 -0.6 0.7
H -1.550 -0.833 0.991 0.9 -0.6 1.1
H 0.361 -0.691 0.732 -0.5 -0.7 0.8
H -0.663 -1.835 -0.135 0.2 -2.2 -0.4
H -0.869 -0.222 -1.822 0.6 0.5 2.3
H 0.125 1.400 0.562 0.0 0.1 1.2
H 1.020 0.838 -0.713 -1.2 1.1 0.3
H -0.202 2.178 -0.875 0.9 -2.1 0.7
H 4.400 -2.107 1.885 -2.2 1.3 -0.5

Entry 2:
24
Properties=species:S:1:pos:R:3:forces:R:3 method="wB97M-V/def2-TZVPD" orbital_gap_ev=5.3 mol_weight_da=114.2 homo_ev=-12.1399 total_charge=+1
C -1.864 -0.564 -0.410 0.5 0.2 -0.4
C -0.806 -1.347 -1.197 -0.2 -0.3 3.4
C 0.575 -1.267 -0.665 -0.7 -2.9 0.8
C 0.758 -1.326 0.771 0.9 1.9 -1.1
C 0.779 2.006 2.738 0.5 -0.4 -0.1
C 0.782 1.157 1.512 -0.4 0.1 -0.1
C 0.727 -0.214 1.622 -0.8 -0.1 1.5
N -0.523 0.349 -3.108 -1.4 0.6 1.4
H -1.792 0.484 -0.726 -0.1 -0.1 0.1
H -2.881 -0.901 -0.580 0.0 -0.1 -0.2
H -1.647 -0.617 0.652 -0.3 0.1 0.1
H -1.085 -2.392 -1.351 0.2 0.2 -1.0
H 0.839 -0.092 -0.953 1.0 2.3 -0.8
H 1.276 -1.856 -1.264 -0.1 -0.2 0.3
H 1.162 -2.174 1.321 -0.2 -0.5 -0.8
H 1.259 0.623 -1.303 -0.5 -0.7 -0.1
H 0.827 1.388 3.627 -0.1 0.0 0.2
H -0.114 2.631 2.806 -0.1 0.1 -0.3
H 1.646 2.679 2.750 -0.2 0.0 -0.1
H 0.863 1.713 0.584 -0.2 -0.3 -0.2
H 0.704 -0.516 2.667 0.2 0.0 0.0
H -0.740 -0.769 -2.257 1.0 1.7 -2.2
H -1.082 0.161 -3.932 0.4 -0.7 -0.1
H 0.336 0.843 -3.304 0.2 -0.7 -0.3

Entry 3:
25
Properties=species:S:1:pos:R:3:forces:R:3 method="wB97M-V/def2-TZVPD" orbital_gap_ev="6.7 / 6.7" mol_weight_da=194.3 homo_ev="-11.0585 / -11.0624" total_charge=+1
C -2.869 0.246 -0.188 0.2 -0.5 -0.1
C -1.685 -0.517 -0.074 0.5 -0.9 2.9
C -0.411 1.118 2.077 0.3 -0.6 1.7
C -0.209 1.447 0.747 0.3 1.6 -2.7
C -2.936 0.784 -1.405 -0.9 0.9 -2.9
C 1.657 0.330 1.686 -2.3 2.6 -0.6
C -0.940 -0.721 -1.209 1.3 -0.1 0.1
C 1.549 0.933 -0.872 -0.3 0.3 -0.4
C 0.387 -1.307 -1.420 -2.1 2.2 -0.5
N 0.615 0.573 2.633 -0.1 -1.3 0.6
N 1.039 1.025 0.344 -1.1 0.0 1.6
N 1.055 -2.236 -0.750 0.9 1.0 -2.2
S -1.637 0.269 -2.497 -0.7 0.2 1.1
H -3.622 0.300 0.581 0.0 0.3 0.1
H -1.443 -0.875 0.962 0.0 -0.3 -1.4
H -1.406 1.229 2.553 1.0 0.2 0.1
H -0.869 2.229 0.265 1.2 -1.3 -0.1
H -3.756 1.397 -1.882 1.1 -0.8 0.8
H 2.554 0.836 2.019 0.3 0.1 -0.5
H 2.482 0.339 -0.889 -0.4 1.0 -0.5
H 1.122 1.651 -1.669 1.0 -1.6 1.2
H 0.672 -0.878 -2.355 1.3 -0.9 -0.7
H 1.896 -2.687 -1.178 -1.3 0.4 1.0
H 0.556 -2.546 0.023 -0.2 -1.5 1.7
H 1.809 -0.690 1.439 0.1 -1.1 -0.1

Entry 4:
99
Properties=species:S:1:pos:R:3:forces:R:3 method="wB97M-V/def2-TZVPD" orbital_gap_ev=9.3 mol_weight_da=844.7 homo_ev=-9.4559
C -1.252 7.085 3.394 -1.0 0.3 0.0
C -2.383 7.186 2.328 0.9 -0.8 0.7
C -2.455 5.835 1.578 0.3 0.8 -0.4
C -3.654 7.544 3.099 0.3 0.7 -0.4
C -4.930 7.369 2.336 -0.3 0.2 0.0
O -5.041 7.150 1.166 0.0 -0.1 0.0
O -6.036 7.532 3.149 0.4 -0.4 0.0
C -7.198 6.894 2.673 -0.9 0.1 -0.1
N -7.033 5.432 2.598 -0.3 0.6 1.2
C -6.566 4.853 3.559 1.0 -0.6 -1.1
S -5.679 4.008 4.539 -0.5 0.1 0.2
H -1.430 7.837 4.168 0.3 0.1 0.0
H -1.346 6.115 3.884 0.3 -0.1 0.0
H -0.267 7.229 2.958 0.1 -0.2 0.0
H -2.063 7.975 1.647 -0.5 0.1 -0.1
H -2.512 6.026 0.506 -0.3 -0.2 0.0
H -1.535 5.277 1.730 -0.1 -0.1 0.1
H -3.306 5.223 1.869 0.0 -0.1 0.1
H -3.606 8.610 3.358 -0.1 0.0 0.1
H -3.679 7.023 4.056 -0.3 -0.2 -0.1
H -7.981 7.113 3.398 0.1 0.0 0.1
H -7.532 7.281 1.715 0.4 -0.2 -0.2
C -3.325 1.062 0.520 -0.2 0.2 0.2
N -2.804 2.256 1.233 -0.1 -0.1 0.0
O -3.196 2.458 2.366 0.1 0.1 0.0
O -2.011 2.953 0.634 0.1 -0.1 0.0
H -4.011 0.543 1.175 0.0 0.0 0.1
H -3.825 1.410 -0.379 0.1 0.0 0.0
H -2.478 0.439 0.279 0.1 0.0 0.0
C -3.956 -3.283 -1.313 -0.1 -0.2 0.1
N -3.521 -2.103 -0.528 0.0 -0.4 -0.3
O -3.931 -1.967 0.602 0.1 0.1 0.0
O -2.744 -1.345 -1.091 -0.1 0.0 0.1
H -4.623 -3.881 -0.703 0.0 0.0 0.1
H -4.461 -2.914 -2.201 0.1 0.0 0.0
H -3.055 -3.833 -1.577 -0.2 0.1 0.0
C 0.325 0.240 -0.495 -0.2 0.1 -0.2
N 1.472 -0.343 -1.241 0.0 0.2 0.1
O 2.348 0.405 -1.634 0.0 0.0 -0.1
O 1.463 -1.542 -1.434 0.1 -0.1 -0.1
H 0.469 1.310 -0.406 0.1 0.0 0.0
H -0.561 0.006 -1.081 0.0 -0.1 0.1
H 0.283 -0.222 0.483 0.0 -0.1 0.0
C 0.691 -5.553 -2.038 0.1 0.0 -0.1
N -0.723 -5.960 -2.274 0.2 0.0 0.0
O -0.932 -7.000 -2.850 -0.1 0.0 0.0
O -1.590 -5.204 -1.866 0.1 -0.1 0.0
H 1.339 -6.316 -2.454 -0.1 0.0 0.1
H 0.842 -4.596 -2.529 -0.1 0.0 0.1
H 0.826 -5.459 -0.965 0.0 0.1 0.0
C -3.137 -0.677 -4.537 0.0 0.0 0.2
N -4.317 -1.482 -4.959 0.0 0.0 0.0
O -4.917 -2.100 -4.099 -0.1 0.1 -0.2
O -4.600 -1.470 -6.134 0.0 0.0 0.0
H -3.007 -0.789 -3.466 0.0 0.0 0.0
H -2.277 -1.057 -5.081 0.0 0.0 -0.1
H -3.338 0.356 -4.808 0.0 0.0 -0.1
C 5.330 -0.952 -0.905 0.1 0.1 -0.2
N 6.450 -0.513 -0.032 -0.3 -0.2 -0.1
O 7.420 0.015 -0.525 0.0 0.0 0.1
O 6.287 -0.722 1.159 0.4 0.0 0.2
H 5.570 -0.721 -1.934 0.1 0.0 0.0
H 5.208 -2.021 -0.763 0.0 0.0 0.1
H 4.445 -0.412 -0.576 0.0 -0.1 0.0
C 3.179 -1.803 -4.649 0.1 0.1 0.0
N 3.688 -2.823 -3.693 0.0 0.2 0.1
O 4.810 -2.680 -3.253 -0.1 -0.1 -0.1
O 2.937 -3.732 -3.410 0.0 -0.2 -0.1
H 3.952 -1.059 -4.800 0.0 0.0 0.0
H 2.937 -2.317 -5.574 -0.1 0.0 0.0
H 2.291 -1.364 -4.204 0.0 -0.1 0.0
C 4.323 -7.189 -4.052 0.1 0.0 0.2
N 2.959 -7.767 -4.192 0.1 0.0 -0.2
O 2.382 -8.112 -3.181 0.0 -0.1 0.0
O 2.514 -7.850 -5.317 0.0 0.0 0.1
H 4.585 -7.173 -3.000 -0.1 0.0 0.0
H 5.004 -7.817 -4.618 0.0 0.0 -0.1
H 4.290 -6.184 -4.460 0.0 0.0 -0.1
C 6.684 -4.150 2.421 0.1 0.1 0.0
N 6.035 -4.660 1.182 0.0 0.1 0.1
O 6.270 -4.076 0.144 0.0 0.0 -0.1
O 5.310 -5.625 1.295 0.0 0.0 0.0
H 7.290 -3.291 2.161 0.0 0.0 0.0
H 5.891 -3.878 3.111 0.0 -0.1 0.0
H 7.288 -4.957 2.825 -0.1 0.0 0.0
C 4.296 1.596 2.070 0.1 0.0 0.0
N 2.848 1.411 1.787 0.2 0.0 0.0
O 2.530 0.355 1.279 0.0 0.0 0.1
O 2.091 2.319 2.052 0.0 -0.1 0.0
H 4.800 0.686 1.774 0.0 0.0 0.1
H 4.632 2.447 1.483 0.0 0.1 0.1
H 4.420 1.787 3.132 -0.1 0.1 0.0
C -1.312 0.494 4.811 0.1 0.0 0.2
N -0.328 0.111 3.762 0.0 0.1 0.1
O 0.780 -0.234 4.110 0.0 0.0 0.0
O -0.714 0.179 2.614 0.0 -0.1 -0.2
H -0.836 0.390 5.779 0.0 0.0 0.0
H -1.605 1.522 4.618 -0.1 0.0 -0.1
H -2.164 -0.172 4.714 0.0 0.1 -0.1